The following is a DFT calculation (ωB97M-V with the def2-TZVPD basis set) of C32H70BrCaNO3PS4SbSi4 as an isolated structure.

Output
HOMO-LUMO gap (Eh): 0.198
Total energy (Eh): -8126.2174
HOMO (eV): -1.66
LUMO level (hartree): 0.136
Net charge: -2
Molecular weight (g mol⁻¹): 1030.24
Multiplicity: 1

Structure (XYZ):
```
118
Properties=species:S:1:pos:R:3:forces:R:3:mulliken_charge:R:1
Ca -0.022 -0.959 -0.205 0.068 0.018 0.236 1.215
S 2.375 -0.856 4.690 0.041 -0.061 -0.158 -0.774
Sb 0.863 -0.255 3.074 -0.001 0.075 0.307 0.796
S 1.950 0.572 1.109 -0.253 0.154 0.065 -0.626
S -0.192 -2.197 2.146 -0.240 -0.003 0.167 -0.612
S -0.711 1.276 3.756 -0.029 -0.131 -0.117 -0.587
C -2.898 -4.627 -2.966 -0.018 0.021 -0.132 -1.033
Si -2.144 -3.659 -1.513 -0.049 -0.089 0.011 -0.087
C -3.331 -3.986 -0.085 -0.042 0.057 0.093 -1.129
C -0.531 -4.506 -1.042 0.102 0.000 0.044 -0.391
C -1.927 -1.884 -1.907 0.241 -0.073 0.065 1.788
Si -3.368 -0.838 -1.520 -0.096 0.156 0.017 -0.298
C -3.595 -0.645 0.345 0.117 0.012 0.066 -0.549
C -3.198 0.891 -2.277 0.079 0.068 0.002 -0.316
C -5.028 -1.429 -2.230 -0.038 -0.178 -0.102 -1.118
Si -1.116 -1.557 -3.480 0.058 0.118 -0.161 -0.955
C -2.190 -1.446 -5.042 -0.224 0.016 0.007 -1.294
C 0.284 -2.721 -3.974 0.051 -0.130 0.141 -0.872
C -0.208 0.135 -3.412 0.087 0.088 0.172 0.001
C -0.011 0.949 -4.527 0.029 0.011 0.042 -0.682
C 0.689 2.139 -4.406 -0.010 -0.031 0.032 -0.374
C 1.189 2.501 -3.165 -0.017 -0.004 -0.054 -1.171
C 0.973 1.653 -2.092 -0.131 -0.178 -0.096 -0.511
N 0.293 0.503 -2.209 0.151 0.263 -0.232 0.927
H -3.079 -5.678 -2.709 0.030 0.065 -0.015 0.378
H -2.253 -4.598 -3.853 -0.090 -0.027 0.077 0.254
H -3.858 -4.170 -3.239 0.074 -0.072 -0.002 0.243
H -3.531 -5.062 -0.018 0.025 0.042 0.003 0.397
H -4.289 -3.473 -0.218 0.054 -0.081 0.063 0.239
H -2.900 -3.660 0.867 -0.031 -0.040 -0.074 0.258
H -0.568 -5.594 -1.179 -0.035 0.064 0.025 0.450
H -0.313 -4.305 0.016 0.013 -0.019 -0.081 0.191
H 0.312 -4.122 -1.622 -0.016 -0.103 0.037 -0.263
H -3.056 -1.430 0.886 -0.068 0.088 0.002 0.119
H -4.646 -0.698 0.648 0.040 0.054 -0.016 0.439
H -3.191 0.309 0.706 -0.021 -0.136 0.015 0.025
H -2.266 1.377 -1.974 -0.106 0.017 -0.037 0.033
H -4.024 1.539 -1.962 0.034 -0.080 -0.020 -0.267
H -3.211 0.841 -3.372 -0.005 0.044 0.081 0.353
H -5.405 -2.323 -1.721 0.017 0.075 -0.065 0.358
H -4.918 -1.675 -3.294 -0.038 0.056 0.096 0.254
H -5.785 -0.642 -2.136 0.034 -0.037 0.014 0.265
H -2.887 -2.293 -5.050 0.081 0.064 -0.032 0.268
H -1.598 -1.489 -5.963 -0.018 0.021 0.060 0.369
H -2.791 -0.530 -5.058 0.041 -0.112 -0.030 0.360
H -0.068 -3.754 -4.077 0.063 0.081 -0.012 0.255
H 1.084 -2.715 -3.226 -0.048 -0.041 -0.108 -0.082
H 0.710 -2.402 -4.931 -0.031 0.001 0.023 0.479
H -0.416 0.642 -5.485 0.002 0.019 0.017 0.404
H 0.841 2.777 -5.268 0.001 0.023 -0.021 0.408
H 1.740 3.422 -3.023 -0.013 -0.005 0.011 0.456
H 1.348 1.886 -1.099 -0.026 -0.054 -0.003 0.391
C 3.318 -4.814 1.741 -0.008 0.044 -0.058 -1.104
C 3.260 -3.309 1.908 -0.062 -0.128 -0.016 0.353
O 3.760 -2.671 0.711 -0.060 0.170 0.092 -0.563
P 2.754 -2.035 -0.384 0.237 -0.645 -0.679 1.494
O 2.656 -3.250 -1.507 0.073 0.067 0.153 -0.565
C 3.787 -3.952 -2.002 0.023 -0.040 -0.054 -0.268
C 3.309 -5.269 -2.579 -0.044 0.016 0.021 -1.287
O 3.886 -1.176 -1.192 -0.176 0.140 0.014 -0.403
C 4.807 -0.299 -0.541 0.105 -0.081 0.067 -0.257
C 6.211 -0.848 -0.699 -0.009 -0.022 0.001 -1.306
H 3.002 -5.295 2.669 0.002 0.001 -0.020 0.444
H 4.332 -5.146 1.498 -0.021 0.000 0.020 0.280
H 2.644 -5.133 0.941 0.026 -0.008 0.035 0.091
H 3.875 -2.961 2.731 0.062 0.059 0.031 0.289
H 2.237 -2.993 2.107 -0.011 0.063 -0.004 -0.331
H 4.504 -4.120 -1.195 0.019 0.010 0.051 0.344
H 4.283 -3.351 -2.770 -0.001 0.042 0.003 0.233
H 2.818 -5.863 -1.806 0.033 0.018 -0.048 0.276
H 4.152 -5.836 -2.983 -0.031 -0.002 0.004 0.392
H 2.587 -5.089 -3.379 0.025 -0.026 0.025 0.229
H 4.548 -0.183 0.510 -0.041 0.017 0.008 0.354
H 4.717 0.679 -1.016 -0.048 0.034 -0.006 0.356
H 6.288 -1.813 -0.193 0.015 0.045 -0.017 0.227
H 6.936 -0.158 -0.258 -0.007 -0.037 -0.020 0.413
H 6.453 -0.987 -1.756 0.017 0.008 0.031 0.300
C -6.567 4.488 1.447 0.010 0.009 -0.038 -1.907
C -5.400 3.828 0.694 -0.025 -0.046 0.019 2.984
C -5.444 2.309 0.924 -0.065 0.011 -0.037 -1.762
C -5.624 4.039 -0.810 0.007 -0.007 -0.036 -2.220
Si -3.710 4.543 1.266 0.160 -0.082 0.011 -0.497
Br -2.142 3.091 0.599 0.029 0.064 -0.128 -0.471
C -3.273 6.205 0.382 -0.032 0.012 0.039 2.571
C -2.952 5.998 -1.107 0.006 0.023 -0.006 -1.952
C -2.015 6.817 1.014 0.031 0.045 -0.027 -2.125
C -4.422 7.222 0.495 -0.015 -0.018 -0.009 -1.721
C -3.514 4.617 3.174 0.048 0.054 -0.016 2.542
C -2.028 4.668 3.580 0.009 0.058 0.048 -1.506
C -4.079 3.346 3.828 0.049 -0.034 0.018 -1.969
C -4.229 5.846 3.759 -0.021 -0.007 0.024 -1.863
H -7.514 4.102 1.050 0.025 0.020 0.014 0.532
H -6.575 5.576 1.326 -0.030 -0.056 0.015 0.315
H -6.546 4.268 2.515 0.002 0.003 -0.037 0.301
H -6.432 1.931 0.626 0.043 0.032 0.010 0.600
H -5.277 2.024 1.961 0.011 -0.022 -0.034 0.203
H -4.696 1.794 0.320 -0.096 0.073 0.046 -0.272
H -6.547 3.523 -1.105 0.041 0.018 0.013 0.563
H -4.807 3.618 -1.403 -0.053 0.033 0.045 0.268
H -5.738 5.092 -1.073 -0.022 -0.041 -0.008 0.441
H -2.117 5.308 -1.245 -0.026 0.023 0.015 0.332
H -2.668 6.966 -1.541 -0.009 -0.031 0.013 0.543
H -3.798 5.616 -1.677 0.042 0.016 0.005 0.338
H -1.181 6.111 1.008 -0.028 0.040 0.005 0.344
H -2.180 7.144 2.041 0.008 -0.005 -0.044 0.330
H -1.713 7.698 0.431 -0.028 -0.032 0.015 0.603
H -5.312 6.889 -0.043 0.031 0.034 0.016 0.266
H -4.111 8.178 0.053 0.005 -0.039 0.016 0.528
H -4.710 7.414 1.531 0.020 0.006 -0.062 0.259
H -1.483 3.775 3.267 -0.041 0.038 0.036 -0.002
H -1.972 4.703 4.676 -0.017 -0.004 -0.066 0.504
H -1.507 5.544 3.196 -0.026 -0.033 0.040 0.248
H -3.557 2.452 3.473 -0.024 0.037 0.033 0.267
H -5.151 3.223 3.674 0.000 0.019 0.021 0.344
H -3.905 3.406 4.910 0.011 -0.011 -0.052 0.579
H -3.787 6.781 3.408 -0.020 -0.035 0.052 0.285
H -4.133 5.829 4.852 -0.011 -0.011 -0.055 0.536
H -5.297 5.867 3.520 0.045 0.011 0.030 0.263
```
Positions in Å, forces in eV/Å.